1.
ORCA calculation (ωB97M-V/def2-TZVPD) on a cluster of 7 separate species, C14H42O7 in total in a non-equilibrium geometry.

XYZ file:
```
63
Properties=species:S:1:pos:R:3
C -7.88484 2.67335 2.42049
C -7.01373 1.97526 3.47949
O -6.68546 2.72464 4.61893
H -8.79098 3.01609 2.92003
H -8.34239 2.12402 1.59770
H -7.43777 3.60479 2.07319
H -6.12789 1.49910 3.05918
H -7.56943 1.08487 3.77360
H -7.34112 2.40087 5.24093
C -7.87045 -4.01929 -1.34127
C -9.05723 -4.94180 -1.61397
O -9.89313 -4.40089 -2.63883
H -7.63865 -3.57790 -2.31056
H -7.06985 -4.45527 -0.74371
H -8.18974 -3.17819 -0.72588
H -9.57491 -5.20553 -0.69172
H -8.66171 -5.86708 -2.03293
H -10.75930 -4.81178 -2.68909
C 7.56078 -6.15839 -2.88554
C 6.68376 -7.11059 -2.15647
O 5.95715 -6.44864 -1.06022
H 7.09141 -5.56680 -3.67156
H 8.51764 -6.58397 -3.18783
H 7.87115 -5.40043 -2.16633
H 7.26156 -7.92826 -1.72557
H 5.88726 -7.49022 -2.79644
H 5.43650 -5.78166 -1.51371
C -1.70876 6.57971 1.33462
C -1.89640 6.77084 2.88687
O -3.24638 6.96522 3.27650
H -2.29416 7.39158 0.90303
H -2.37002 5.76003 1.05359
H -0.75513 6.58300 0.80672
H -1.39539 7.67248 3.23920
H -1.49991 5.86885 3.35304
H -3.61375 6.17880 3.68659
C 5.67285 -1.70526 -8.74765
C 4.55548 -0.94473 -8.08513
O 4.06059 -1.95508 -7.16492
H 6.02556 -1.14884 -9.61603
H 5.40047 -2.71064 -9.06876
H 6.54306 -1.84466 -8.10624
H 3.83194 -0.64123 -8.84174
H 4.93285 -0.05971 -7.57285
H 4.07332 -2.78163 -7.65304
C 0.09889 -0.07542 0.38936
C -0.20215 -1.52747 0.21195
O 0.97491 -2.15631 -0.39213
H 1.10487 0.12328 0.75897
H -0.41406 0.20860 1.30823
H 0.02164 0.49187 -0.53817
H -1.07398 -1.65589 -0.42954
H -0.37693 -2.05391 1.15025
H 0.90255 -2.07593 -1.34602
C 7.09754 4.96852 7.10052
C 5.83003 4.11977 6.61297
O 5.60033 4.34815 5.26894
H 7.30944 4.64238 8.11876
H 6.95219 6.04163 7.22469
H 7.98996 4.87157 6.48221
H 4.98861 4.54633 7.15902
H 5.80370 3.04870 6.81348
H 4.71757 3.97905 5.19083
```

- E_LUMO (eV) = 0.5
- energy above the lowest of the compared OMol25 structures with the same formula, charge and spin (kcal per mole) = 103.1
- SMILES = CCO.CCO.CCO.CCO.CCO.CCO.CCO
- E_HOMO (Ha) = -0.3739
- gap between HOMO and LUMO (hartree) = 0.3940
- spin multiplicity = 1

These are the natural (NBO) partial charges, in e, on atoms 1 to 6: C -0.649; C -0.066; O -0.705; H 0.202; H 0.223; H 0.212


2.
ORCA calculation (ωB97M-V/def2-TZVPD) on a structure of composition C14H42O9S7V in a non-equilibrium geometry.

XYZ file:
```
73
Properties=species:S:1:pos:R:3
O 0.35369 1.83051 0.29303
V 0.10919 0.22216 0.17320
O 0.31532 -0.37396 1.61141
C 3.07082 -2.26783 -1.88711
S 3.40636 -0.76101 -0.83415
O 2.00291 -0.21280 -0.49586
C 3.95622 -1.73578 0.60818
H 2.40151 -3.00671 -1.44644
H 4.03034 -2.76566 -2.02712
H 2.61768 -2.04589 -2.85329
H 3.48017 -2.71536 0.56458
H 3.64825 -1.15001 1.47428
H 5.03526 -1.88663 0.64019
C 1.51430 4.69159 -1.55760
S 0.64766 6.04507 -2.41298
O 1.68831 7.13803 -2.57969
C 0.28135 5.17209 -4.02645
H 0.88303 3.80901 -1.45450
H 1.70878 4.98685 -0.52652
H 2.47942 4.42579 -1.98884
H -0.53963 4.46906 -3.88551
H 1.18315 4.67996 -4.39066
H -0.00691 5.86881 -4.81359
C -3.76981 -4.36819 3.16655
S -3.12530 -2.67624 2.86801
O -3.70785 -1.84043 4.01380
C -1.38274 -3.03163 3.28025
H -3.81223 -4.67155 4.21263
H -3.15218 -5.10992 2.66014
H -4.82959 -4.23778 2.94753
H -1.00015 -2.01105 3.26922
H -0.89470 -3.78067 2.65664
H -1.28865 -3.39722 4.30278
C -1.47880 0.62321 -4.46371
S -0.46840 1.26072 -3.03928
O -0.62318 0.36569 -1.87501
C 1.15604 0.70496 -3.75915
H -2.40829 1.19148 -4.42870
H -1.71052 -0.41059 -4.20749
H -1.05811 0.78966 -5.45539
H 1.80859 0.71690 -2.88615
H 1.58499 1.43159 -4.44917
H 0.99478 -0.31835 -4.09819
C -1.92428 -2.81455 -2.07961
S -0.31928 -3.29956 -1.24040
O 0.05772 -2.10528 -0.32419
C -1.13126 -4.60056 -0.13286
H -1.57633 -2.10426 -2.82963
H -2.61035 -2.31538 -1.39534
H -2.33844 -3.53522 -2.78475
H -1.78704 -4.11087 0.58705
H -0.30224 -5.17326 0.28285
H -1.80325 -5.18592 -0.76046
C -2.52875 1.84278 2.81523
S -2.89149 1.47088 1.00455
O -2.05125 0.31619 0.51828
C -4.58459 0.75710 1.08894
H -3.06107 2.71609 3.19211
H -1.46674 2.08593 2.84847
H -2.75872 0.96069 3.41284
H -5.31203 1.42099 1.55604
H -4.73252 -0.10815 1.73513
H -5.07479 0.54379 0.13904
C 3.71958 1.07887 4.03993
S 2.18527 1.55736 3.06696
O 1.70030 2.85592 3.75025
C 3.19144 2.21050 1.67699
H 4.31258 0.37066 3.46122
H 3.43981 0.57528 4.96524
H 4.29483 1.96137 4.31992
H 2.68180 2.80091 0.91556
H 3.60198 1.36515 1.12478
H 3.96803 2.81468 2.14601
```

- E_LUMO (eV) = -2.6
- energy above the lowest of the compared OMol25 structures with the same formula, charge and spin (kcal per mole) = 62.7
- total charge = +1
- E_HOMO (Ha) = -0.3851
- gap between HOMO and LUMO (hartree) = 0.2904
- spin multiplicity = 1

These are the Mulliken partial charges, in e, on atoms 1 to 6: O -0.428; V 0.557; O 0.013; C -0.776; S 0.420; O -0.192


3.
ORCA calculation (ωB97M-V/def2-TZVPD) on a cluster of 5 separate species, C14H43N4O5 in total in a non-equilibrium geometry.

XYZ file:
```
66
Properties=species:S:1:pos:R:3
N -0.61850 -0.06635 0.54051
H 0.20199 -0.16111 -0.04080
H -1.21904 -0.86567 0.68390
H -1.15882 0.60948 0.01953
H -0.41401 0.38936 1.41835
C -2.22770 -2.42680 -1.63467
C -2.36932 -2.88057 -0.15164
C -1.20567 -3.64448 0.55325
O -0.02444 -2.76509 0.43613
C 1.07475 -3.28580 1.13549
N -2.73246 -1.72061 0.57449
H -1.34964 -1.78956 -1.73973
H -3.00984 -1.71954 -1.91064
H -2.22639 -3.22247 -2.37967
H -3.18598 -3.60207 -0.12667
H -1.09083 -4.61521 0.07098
H -1.39814 -3.82295 1.61119
H 0.87527 -3.37540 2.20333
H 1.94575 -2.64862 0.98230
H 1.39238 -4.28865 0.85001
H -3.48588 -1.24060 0.10327
H -3.27404 -2.04697 1.36208
C 0.83606 0.49033 -2.86412
C 1.38188 -0.67654 -2.07560
C 2.50608 -1.44595 -2.77483
O 2.20907 -2.18865 -3.90864
C 1.41381 -3.34049 -3.64264
N 1.74683 -0.32552 -0.72893
H 0.11194 1.12255 -2.35026
H 0.36847 0.14409 -3.78584
H 1.65481 1.09422 -3.25536
H 0.56622 -1.37657 -1.89461
H 2.96294 -2.09662 -2.02916
H 3.37712 -0.86726 -3.08225
H 1.28990 -3.77436 -4.63486
H 0.43122 -3.15002 -3.21096
H 1.90388 -4.11230 -3.04912
H 2.39086 0.44568 -0.83184
H 2.47784 -0.92521 -0.37382
C -1.46011 3.77618 1.43706
C -1.18386 3.64930 -0.06574
C 0.26729 3.36993 -0.45532
O 1.03450 4.51789 -0.14915
C 0.88990 5.55431 -1.11497
N -1.85902 2.41398 -0.41267
H -1.55049 2.85613 2.01451
H -2.35548 4.37498 1.60401
H -0.63836 4.34578 1.87109
H -1.58897 4.46939 -0.65856
H 0.37256 3.20741 -1.52799
H 0.68889 2.51003 0.06517
H 1.78710 6.17292 -1.13646
H 0.07133 6.15608 -0.72011
H 0.63151 5.17055 -2.10192
H -2.81565 2.54941 -0.11838
H -2.00358 2.35111 -1.41029
C 0.82566 -0.47680 4.77167
C 1.23094 0.47646 3.64173
O 0.23116 1.20067 2.93913
O 0.27313 0.15765 5.91928
H 1.65596 -1.06782 5.15817
H 0.13692 -1.22470 4.37874
H 1.83454 -0.03272 2.89040
H 2.01335 1.17172 3.94594
H -0.47788 1.53394 3.49393
H -0.13974 0.98849 5.67260
```

- E_LUMO (alpha / beta) (eV) = -5.1 / -11.6
- energy above the lowest of the compared OMol25 structures with the same formula, charge and spin (kcal per mole) = 14.8
- total charge = +2
- E_HOMO (alpha / beta) (Ha) = -0.5332 / -0.5328
- gap between HOMO and LUMO (alpha / beta) (hartree) = 0.3440 / 0.1083
- spin multiplicity = 2

These are the natural (NBO) partial charges, in e, on atoms 1 to 6: N -0.952; H 0.443; H 0.459; H 0.415; H 0.434; C -0.614


4.
ORCA calculation (ωB97M-V/def2-TZVPD) on a cluster of 9 separate species, C14H44ClO12 in total in a non-equilibrium geometry.

XYZ file:
```
71
Properties=species:S:1:pos:R:3
Cl 24.51826 7.88047 -13.39371
O 24.24736 7.92777 -11.99200
O 25.50476 8.92095 -13.53736
O 25.13073 6.63013 -13.79120
O 23.30192 8.06467 -14.07080
C 20.09855 14.22261 -13.53822
C 20.91131 13.02632 -14.10961
O 21.49670 12.46157 -12.98467
H 19.57207 14.64272 -14.39522
H 20.73377 14.97726 -13.07443
H 19.40757 13.81587 -12.79983
H 21.76246 13.29296 -14.73615
H 20.24407 12.31448 -14.59560
H 21.52416 11.50699 -13.08273
C 18.05812 8.57028 -12.63668
C 17.27394 7.40765 -13.11959
O 15.84309 7.68123 -12.91486
H 19.09076 8.22343 -12.59859
H 17.82692 8.95155 -11.64205
H 17.96421 9.43707 -13.29086
H 17.54633 6.54797 -12.50735
H 17.39823 7.13090 -14.16651
H 15.28634 7.39034 -13.64080
C 26.55293 4.19066 -8.14608
C 27.94106 4.10019 -8.78443
O 27.94757 4.93437 -9.86133
H 26.45016 3.70001 -7.17819
H 25.80194 3.87130 -8.86867
H 26.37684 5.24759 -7.94619
H 28.18017 3.07680 -9.07352
H 28.72378 4.33057 -8.06167
H 27.07511 5.33308 -9.89935
C 21.92422 2.83991 -12.09306
C 23.20204 2.20178 -12.60343
O 23.13902 0.79606 -12.43608
H 20.99667 2.39203 -12.44965
H 21.82023 3.91891 -12.20715
H 22.00956 2.77751 -11.00820
H 24.08661 2.57468 -12.08712
H 23.29564 2.37457 -13.67558
H 23.99570 0.36345 -12.45936
C 19.77881 5.60899 -7.06055
C 19.67872 6.87960 -7.91531
O 20.85276 7.72202 -7.85195
H 20.03176 5.80284 -6.01818
H 20.55363 4.94031 -7.43554
H 18.88627 4.99013 -7.15271
H 18.82348 7.51025 -7.67254
H 19.51148 6.48084 -8.91586
H 21.35659 7.52615 -8.64528
C 25.43484 10.31328 -7.25871
C 26.43310 10.47971 -8.32325
O 27.32837 9.32932 -8.36999
H 25.12717 9.27942 -7.10188
H 24.50737 10.87709 -7.35877
H 25.83504 10.56285 -6.27603
H 26.96753 11.42321 -8.21235
H 25.87823 10.49157 -9.26138
H 27.49218 9.22310 -9.30993
C 29.17219 3.58145 -14.99784
O 29.59962 4.75870 -14.29372
H 28.54158 2.95150 -14.37047
H 28.55752 3.92610 -15.82941
H 29.99953 3.06118 -15.48044
H 28.79737 5.13212 -13.92142
C 25.61724 13.49080 -14.72322
O 26.85001 12.91337 -14.46388
H 24.99827 13.15079 -13.89294
H 25.69428 14.57687 -14.67195
H 25.23609 13.21139 -15.70544
H 26.64594 11.97584 -14.49513
```

- E_LUMO (eV) = 2.3
- energy above the lowest of the compared OMol25 structures with the same formula, charge and spin (kcal per mole) = 61.6
- total charge = -1
- E_HOMO (Ha) = -0.2214
- gap between HOMO and LUMO (hartree) = 0.3046
- spin multiplicity = 1

These are the Mulliken partial charges, in e, on atoms 1 to 6: Cl 1.600; O -0.661; O -0.665; O -0.644; O -0.635; C -1.026


5.
ORCA calculation (ωB97M-V/def2-TZVPD) on a structure of composition C14H44FeN6O13 in a non-equilibrium geometry.

XYZ file:
```
78
Properties=species:S:1:pos:R:3
Fe 0.48860 2.54970 -1.17671
C 0.34558 -0.08370 -4.12024
C -0.24437 1.32721 -4.05709
O 0.47709 2.16536 -3.24203
H 0.25795 -0.61497 -3.17191
H 1.39359 -0.14037 -4.41877
H -0.12385 -0.72456 -4.86929
H -1.23068 1.20421 -3.60084
H -0.39759 1.90404 -4.97140
C -0.03717 -0.18996 0.16004
O -0.60350 0.97651 -0.39021
H -0.76518 -0.59044 0.87073
H 0.08011 -1.02400 -0.53680
H 0.96704 -0.05290 0.56736
C -0.80061 -3.49932 -2.11052
C -1.16412 -3.59932 -0.59832
O -0.02054 -3.60641 0.26197
O -0.54263 -4.84913 -2.58946
H 0.09914 -2.90078 -2.25837
H -1.59095 -3.10027 -2.74472
H -1.73705 -4.47077 -0.28039
H -1.72949 -2.74187 -0.22893
H -0.33671 -3.35589 1.13346
H 0.26041 -5.12804 -2.14035
C 3.62929 1.20427 4.94212
C 3.51318 1.94505 3.56870
O 2.67281 1.18520 2.71027
O 2.40279 1.12389 5.64071
H 4.32562 1.71779 5.60649
H 4.16331 0.26098 4.81362
H 4.48534 2.10720 3.10559
H 2.97529 2.87180 3.77522
H 1.90201 0.98745 3.24805
H 1.86189 0.51788 5.12671
C -3.62478 0.84558 1.59428
C -5.14335 0.61334 1.44289
O -5.61953 -0.33400 0.46710
O -3.13037 1.79100 0.70360
H -3.06177 -0.08209 1.46638
H -3.35071 1.14743 2.60842
H -5.54871 1.62154 1.33763
H -5.57004 0.21922 2.36586
H -5.28703 0.01209 -0.37150
H -2.29955 1.41951 0.38665
C -3.04572 -0.38344 -2.00370
C -3.79261 0.86737 -2.42284
O -5.07560 0.85056 -1.83131
O -3.81361 -1.51815 -2.45892
H -2.99859 -0.40300 -0.91275
H -2.00234 -0.50135 -2.29368
H -3.88778 0.79553 -3.50711
H -3.13331 1.69829 -2.16946
H -5.66097 0.87233 -2.59207
H -4.74357 -1.32789 -2.31269
C 0.16713 3.48756 1.91974
O 0.51485 3.54924 0.73599
N 0.48535 4.36847 2.80922
N -0.60606 2.56351 2.39844
H 1.04870 5.07406 2.35667
H 0.42202 4.07704 3.77114
H -0.95178 2.75823 3.32461
H -0.69161 1.68946 1.89975
C 3.67557 1.58028 -0.81432
O 2.51678 1.89341 -0.89593
N 4.29847 1.78748 0.35007
N 4.39587 1.19041 -1.82090
H 3.65247 1.79142 1.12692
H 5.26756 1.50922 0.37171
H 5.28913 0.72542 -1.84972
H 3.95654 1.40995 -2.70356
C 3.31817 -4.05972 -0.08680
O 4.47335 -4.39581 0.18619
N 2.95237 -2.80578 -0.25277
N 2.27804 -4.84025 -0.10533
H 1.96426 -2.60435 -0.22901
H 3.63836 -2.10290 -0.02548
H 2.34955 -5.84543 -0.09474
H 1.39824 -4.38068 0.10668
```

- E_LUMO (alpha / beta) (eV) = -0.4 / -0.4
- E_HOMO (alpha / beta) (Ha) = -0.2866 / -0.2908
- gap between HOMO and LUMO (alpha / beta) (hartree) = 0.2731 / 0.2773
- spin multiplicity = 5

These are the Mulliken partial charges, in e, on atoms 1 to 6: Fe 0.717; C -0.678; C 0.198; O -0.675; H -0.232; H 0.386


6.
ORCA calculation (ωB97M-V/def2-TZVPD) on a cluster of 9 separate species, C14H46O13 in total in a non-equilibrium geometry.

XYZ file:
```
73
Properties=species:S:1:pos:R:3
O -14.34469 0.92692 2.21458
C -13.89385 0.57920 3.47687
C -15.09459 0.42428 4.42200
O -15.73836 1.68985 4.69922
H -14.49301 1.85686 2.12602
H -13.29449 -0.31074 3.40035
H -13.26480 1.34269 3.91869
H -14.73637 -0.10473 5.30859
H -15.86001 -0.23461 3.91341
H -15.34877 1.97468 5.52126
O -11.94785 2.53230 -1.04308
C -13.34054 2.63284 -0.91162
C -13.91432 1.24743 -0.75107
O -13.80658 0.52929 -2.00059
H -11.50780 2.53850 -0.19980
H -13.62945 3.20787 -0.00972
H -13.73634 3.11100 -1.82466
H -15.01946 1.31183 -0.53021
H -13.45786 0.73956 0.04343
H -12.91571 0.63026 -2.36895
O -17.93076 1.03711 -1.38432
C -17.76180 2.41608 -1.55640
C -18.22222 3.16544 -0.30869
O -17.55107 2.75923 0.88553
H -17.77381 0.63176 -2.24689
H -16.72630 2.56688 -1.84283
H -18.37458 2.79740 -2.41531
H -19.27344 2.98629 -0.19271
H -17.99684 4.27628 -0.36344
H -17.82484 1.84575 1.12494
O -21.32131 -0.74920 -0.15426
C -22.22943 -0.43627 -1.23965
C -21.45851 -0.08919 -2.49871
O -20.66992 1.09604 -2.39598
H -20.86050 0.02976 0.17833
H -22.88276 -1.26489 -1.33995
H -22.84653 0.44965 -1.04465
H -22.26754 0.07591 -3.26412
H -20.87483 -0.92984 -2.76995
H -19.82026 0.84723 -1.99474
C -19.31799 4.27653 3.74710
C -19.06672 2.95453 4.50567
O -20.16057 2.06469 4.25458
H -20.14265 4.85260 4.04886
H -19.56952 3.97592 2.68073
H -18.43312 4.93398 3.76627
H -18.74291 2.96071 5.55256
H -18.24819 2.48306 3.97412
H -20.99266 2.55369 4.51354
C -16.70854 -0.38794 -4.91414
O -16.54542 0.20364 -3.67282
H -16.27783 0.26485 -5.67867
H -16.18140 -1.35370 -4.95062
H -17.77753 -0.55030 -5.09749
H -15.56482 0.24008 -3.45317
C -18.37856 -1.29570 1.54458
O -17.74422 -0.07179 2.01454
H -19.41630 -1.11925 1.39439
H -18.03663 -1.61511 0.53615
H -18.20657 -2.18690 2.16936
H -16.78992 -0.05916 1.67256
C -15.26547 4.59602 2.75519
O -15.03934 3.52423 1.86908
H -14.37405 5.13321 3.04202
H -15.87636 5.36791 2.26606
H -15.79338 4.24618 3.57903
H -15.96424 3.38893 1.51621
C -22.48308 2.52247 1.67351
O -21.17906 2.21989 1.37917
H -23.08981 1.62802 1.96143
H -22.54617 3.22311 2.48111
H -22.99528 2.83696 0.76163
H -20.78819 2.05990 2.25429
```

- E_LUMO (eV) = 0.6
- energy above the lowest of the compared OMol25 structures with the same formula, charge and spin (kcal per mole) = 40.9
- SMILES = OCCO.OCCO.OCCO.OCCO.CCO.CO.CO.CO.CO
- E_HOMO (Ha) = -0.3502
- gap between HOMO and LUMO (hartree) = 0.3739
- spin multiplicity = 1

These are the Mulliken partial charges, in e, on atoms 1 to 6: O -0.295; C -0.521; C -0.356; O -0.361; H 0.367; H 0.375


Record order is preserved below.
E_tot: -29527.005 -135149.783 -31393.262 -52314.706 -85175.474 -41877.676 eV